# 1
79
Properties=species:S:1:pos:R:3:forces:R:3 method="wB97M-V/def2-TZVPD" orbital_gap_ev=6.045 charge=-2 multiplicity=1
Rb -0.0764 0.1268 0.8033 0.7 -0.4 -0.1
O -0.2388 0.2068 -4.2302 0.0 0.0 -0.1
C -0.3365 0.7761 -3.1247 -0.1 0.1 0.0
O 0.5745 1.3427 -2.4799 0.1 0.0 0.1
C -1.7415 0.7474 -2.4805 -0.1 0.0 -0.1
C -2.8372 0.3737 -3.2563 0.3 0.0 -0.1
C -4.0831 0.3130 -2.6634 -0.2 0.0 0.0
C -4.2034 0.6149 -1.3177 0.0 0.0 0.0
C -3.0632 0.9809 -0.6065 -0.3 0.1 0.0
N -1.8656 1.0499 -1.1875 0.0 0.1 0.0
C -3.2110 1.3216 0.9099 -0.4 0.0 -0.4
O -4.3872 1.3711 1.3128 0.1 0.0 0.1
O -2.1535 1.4988 1.5465 0.0 0.4 0.2
H -2.6557 0.1274 -4.2939 -0.1 0.0 0.0
H -4.9539 0.0241 -3.2444 0.0 0.0 0.0
H -5.1394 0.5875 -0.7785 0.0 0.0 0.0
O 0.4655 -2.4047 1.4752 0.0 -0.2 -0.1
C 0.3952 -2.9009 2.6306 0.0 0.0 0.2
C -0.4955 -3.9875 2.9344 0.0 0.0 -0.1
C -0.5899 -4.5492 4.1804 -0.1 -0.1 -0.1
C 0.1895 -4.0865 5.2445 0.1 0.0 0.1
C 1.0485 -3.0297 5.0035 0.0 -0.1 0.0
C 1.1639 -2.4171 3.7545 0.0 0.0 0.0
C 2.0632 -1.2676 3.6254 0.1 0.1 0.1
N 2.7421 -0.8347 2.5768 -0.1 -0.2 0.0
C 3.4762 0.2397 3.0059 0.0 0.2 0.0
C 3.2414 0.4866 4.3221 0.0 0.1 0.1
N 2.3430 -0.4785 4.7119 -0.1 -0.1 -0.1
H -1.1028 -4.3488 2.1122 0.0 0.0 0.0
H -1.2832 -5.3723 4.3322 0.0 0.0 0.0
H 0.1372 -4.5449 6.2240 0.0 0.0 0.0
H 1.6846 -2.6924 5.8175 0.0 0.0 0.0
H 4.1212 0.7973 2.3427 0.0 0.0 0.0
H 3.5970 1.2584 4.9814 0.0 0.0 0.0
H 1.8663 -0.5524 5.5914 0.0 0.1 0.0
C -0.5637 5.9946 -2.2654 -0.1 0.1 0.0
C -1.1090 5.0748 -1.3796 0.0 -0.1 0.0
C -0.3202 4.0590 -0.8560 -0.1 0.2 -0.2
C 1.0240 3.9832 -1.2089 -0.1 0.0 0.1
C 1.5673 4.8975 -2.0955 0.0 0.1 0.0
C 0.7705 5.9028 -2.6268 0.1 0.0 -0.1
As 1.9863 2.5159 -0.4055 -0.1 -0.4 0.5
C 2.9133 3.4659 1.0342 0.2 0.2 -0.1
C 2.3698 3.9162 2.2274 0.0 0.0 0.1
C 3.1984 4.4480 3.2070 -0.1 0.0 0.0
C 4.5709 4.5118 3.0069 0.1 0.0 0.0
C 5.1277 4.0546 1.8229 -0.1 0.0 -0.1
C 4.2994 3.5370 0.8290 0.0 0.0 0.2
C 4.7439 3.0010 -0.4674 0.0 -0.1 -0.2
C 6.0546 2.9408 -0.9388 -0.1 0.0 0.1
C 6.3054 2.3985 -2.1886 0.1 0.0 0.0
C 5.2695 1.9077 -2.9742 -0.1 -0.1 -0.1
C 3.9605 1.9466 -2.5124 0.2 0.0 0.0
C 3.7088 2.4985 -1.2643 -0.1 0.0 -0.4
H -1.1859 6.7756 -2.6879 0.0 0.0 0.0
H -2.1568 5.1206 -1.1092 0.0 0.0 0.0
H -0.7729 3.3062 -0.2185 0.0 0.0 0.0
H 2.6109 4.8216 -2.3789 0.0 0.0 0.0
H 1.1967 6.6100 -3.3297 0.0 0.0 0.0
H 1.3020 3.8483 2.4064 0.0 0.0 0.0
H 2.7683 4.7986 4.1380 0.0 0.0 0.0
H 5.2114 4.9148 3.7831 0.0 0.0 0.0
H 6.2007 4.0969 1.6763 0.0 0.0 0.0
H 6.8748 3.3113 -0.3356 0.0 0.0 0.0
H 7.3247 2.3502 -2.5552 0.0 0.0 0.0
H 5.4841 1.4802 -3.9465 0.0 0.0 0.0
H 3.1369 1.5541 -3.0974 0.0 0.0 0.0
N 4.6624 -4.9974 0.4497 0.0 0.0 0.0
C 4.0825 -4.2050 -0.1503 0.1 -0.2 0.1
C 3.3994 -3.2452 -0.9582 -0.1 0.2 -0.1
C 3.2969 -3.4488 -2.3346 -0.1 0.1 0.0
C 2.6489 -2.4876 -3.0820 0.0 0.0 0.0
C 2.1468 -1.3600 -2.4334 0.0 0.0 -0.3
N 2.2430 -1.1707 -1.1240 -0.1 0.1 0.2
C 2.8423 -2.0990 -0.3854 0.0 -0.1 -0.1
H 3.7140 -4.3376 -2.7903 0.0 0.0 0.0
H 2.5168 -2.5859 -4.1505 0.0 0.0 0.0
H 1.6412 -0.5817 -2.9974 0.0 0.0 0.0
H 2.8620 -1.9192 0.6834 0.0 0.0 0.0

# 2
16
Properties=species:S:1:pos:R:3:forces:R:3 method="wB97M-V/def2-TZVPD" orbital_gap_ev=9.893 charge=0 multiplicity=1 smiles="CC1=CCCC1"
C 2.1924 0.0987 0.0163 0.1 0.1 0.0
C 0.6961 0.1627 0.0389 -0.1 0.1 0.0
C -0.0811 1.2467 -0.0073 0.1 -0.1 -0.1
C -1.5316 0.8816 -0.2183 -0.2 0.1 -0.1
C -1.5711 -0.5890 0.2428 -0.1 -0.1 0.0
C -0.1391 -1.0977 -0.0112 0.1 -0.1 -0.1
H 2.5383 -0.4099 -0.8938 -0.1 0.1 0.1
H 2.6478 1.0935 0.0285 -0.1 -0.1 0.0
H 2.5950 -0.4740 0.8603 -0.1 0.1 -0.1
H 0.2959 2.2644 0.0056 -0.1 -0.1 -0.1
H -2.2860 1.5451 0.2110 0.2 -0.1 0.6
H -1.7766 0.9611 -1.2866 0.2 -0.2 -0.1
H -1.7882 -0.6882 1.3138 0.0 0.3 -0.2
H -2.3359 -1.1559 -0.2912 0.1 -0.1 0.0
H -0.0452 -1.5736 -0.9975 0.0 0.1 0.0
H 0.1973 -1.8449 0.7199 -0.1 0.1 -0.1

Number 1: highest occupied orbital energy -2.096 eV. Number 2: highest occupied orbital energy -8.731 eV.